1.
C9H16F3NO3PS | ωB97M-V/def2-TZVPD

Results
* max |F|: 4.717 eV/Å
* total charge: +1
* frontier orbital gap: 8.761 eV
* lowest unoccupied orbital energy: -4.53 eV
* electronic energy: -1671.80162 hartree

Bonds (Å) are listed after each position.
Element x y z (Å)
1 C 5.16 -0.02 -0.47  C2 1.613, H19 1.145, H20 1.137, H21 1.150
2 C 3.60 -0.15 -0.09  C1 1.613, O3 1.261, O4 1.424
3 O 3.24 0.46 0.95  C2 1.261
4 O 2.69 -0.88 -0.91  C2 1.424, C5 1.451
5 C 1.97 -1.87 -0.14  O4 1.451, C6 1.599, H22 1.149, H23 1.153
6 C 0.63 -1.33 0.54  C5 1.599, C7 1.616, H24 1.153, H25 1.140
7 C -0.63 -1.25 -0.46  C6 1.616, P8 1.920, H26 1.145, H27 1.151
8 P -2.05 -0.35 0.46  C7 1.920, S9 2.161, N10 1.746, C15 1.894
9 S -1.51 -0.01 2.52  P8 2.161, H28 1.403
10 N -2.32 1.23 -0.22  P8 1.746, C11 1.502, C12 1.507
11 C -3.13 1.21 -1.49  N10 1.502, H29 1.148, H30 1.154, H31 1.148
12 C -1.01 1.91 -0.52  N10 1.507, C13 1.613, O14 1.253
13 C -0.11 2.60 0.62  C12 1.613, H32 1.149, H33 1.139, H34 1.151
14 O -0.56 2.00 -1.69  C12 1.253
15 C -3.57 -1.48 0.54  P8 1.894, F16 1.404, F17 1.396, F18 1.428
16 F -4.28 -1.21 1.72  C15 1.404
17 F -4.41 -1.45 -0.57  C15 1.396
18 F -3.07 -2.82 0.67  C15 1.428
19 H 5.79 -0.78 0.11  C1 1.145
20 H 5.34 -0.04 -1.59  C1 1.137
21 H 5.47 1.01 -0.07  C1 1.150
22 H 1.72 -2.82 -0.74  C5 1.149
23 H 2.66 -2.22 0.72  C5 1.153
24 H 0.29 -2.00 1.42  C6 1.153
25 H 0.84 -0.26 0.88  C6 1.140
26 H -0.97 -2.29 -0.80  C7 1.145
27 H -0.40 -0.63 -1.40  C7 1.151
28 H -1.56 1.38 2.76  S9 1.403
29 H -3.05 2.18 -2.10  C11 1.148
30 H -4.23 1.16 -1.17  C11 1.154
31 H -2.91 0.29 -2.13  C11 1.148
32 H 0.81 3.11 0.15  C13 1.149
33 H 0.29 1.85 1.38  C13 1.139
34 H -0.73 3.45 1.11  C13 1.151

2.
C4H10N2O | ωB97M-V/def2-TZVPD

Results
* max |F|: 4.930 eV/Å
* frontier orbital gap: 9.747 eV
* lowest unoccupied orbital energy: 0.88 eV
* electronic energy: -343.07909 hartree
* energy relative to the best compared isomer or geometry (same formula, charge and spin): 3.3298 eV

Bonds (Å) are listed after each position.
Element x y z (Å)
1 N 1.31 0.34 -2.39  C2 1.535, H8 1.055, H9 1.001
2 C -0.12 0.47 -1.84  N1 1.535, C3 1.487, H10 1.038, H11 1.162
3 C -0.25 0.93 -0.44  C2 1.487, N4 1.408, H12 1.137, H13 1.175
4 N 0.36 0.09 0.52  C3 1.408, C5 1.490, H14 1.012
5 C -0.27 -0.08 1.86  N4 1.490, C6 1.544, H15 1.198, H16 1.106
6 C -0.51 -1.46 2.50  C5 1.544, O7 1.225, H17 1.155
7 O 0.18 -2.42 2.19  C6 1.225
8 H 1.34 -0.45 -3.09  N1 1.055
9 H 2.08 0.18 -1.78  N1 1.001
10 H -0.62 1.11 -2.49  C2 1.038
11 H -0.48 -0.60 -2.14  C2 1.162
12 H 0.20 1.97 -0.38  C3 1.137
13 H -1.40 1.11 -0.30  C3 1.175
14 H 0.63 -0.80 0.13  N4 1.012
15 H -1.28 0.55 1.82  C5 1.198
16 H 0.18 0.66 2.55  C5 1.106
17 H -1.35 -1.60 3.29  C6 1.155